(a)
# H3PS2

The molecule H3PS2 (wB97M-V/def2-TZVPD, the Open Molecules 2025 dataset).

```
6
Properties=species:S:1:pos:R:3
S 0.757 -1.871 -0.794
P 0.382 -0.135 -0.069
S -1.555 0.418 0.243
H 1.190 0.404 1.150
H 0.854 0.958 -0.859
H -2.018 -0.568 -0.976
```

Computed properties:
Frontier orbital gap in eV: 9.08
Molar mass in u: 98.132


(b)
# H3PS2

A cluster of 2 separate species, H3PS2 in total (wB97M-V/def2-TZVPD, the Open Molecules 2025 dataset).

```
6
Properties=species:S:1:pos:R:3
P -1.805 -0.656 -0.344
S 1.457 0.109 1.117
S 3.244 -0.041 0.249
H -1.562 0.233 -1.492
H -1.770 0.641 0.204
H 0.436 -0.286 0.267
```

Computed properties:
Frontier orbital gap (spin up / spin down) in eV: 7.11 / 6.95
Molar mass in u: 98.132


Which structure is the most stable? The one labeled (a).


(a)
# C5H16N3

A cluster of 2 separate species, C5H16N3 in total (wB97M-V/def2-TZVPD, the Open Molecules 2025 dataset).

```
24
Properties=species:S:1:pos:R:3
C 1.576 0.884 0.805
C 0.487 0.052 1.477
C 0.903 -1.435 1.560
C -0.048 0.695 2.734
H 1.293 1.980 0.877
H 2.555 0.659 1.187
H 1.547 0.688 -0.240
H -0.379 0.072 0.753
H 0.031 -2.060 1.704
H 1.614 -1.538 2.417
H 1.487 -1.701 0.681
H -0.466 1.690 2.605
H -0.794 -0.043 3.193
H 0.734 0.859 3.438
N -0.861 -0.232 -2.872
C -0.687 0.053 -1.491
N -0.677 -1.571 -0.817
N -0.580 1.513 -1.453
H -1.823 -0.527 -3.072
H -0.701 0.672 -3.285
H -1.617 -1.726 -1.118
H -0.040 -1.843 -1.594
H -1.642 1.745 -1.605
H -0.352 1.614 -0.454
```

Computed properties:
Total charge: +1
Frontier orbital gap in eV: 8.12
Molar mass in u: 118.204


(b)
# C5H16N3

A cluster of 2 separate species, C5H16N3 in total (wB97M-V/def2-TZVPD, the Open Molecules 2025 dataset).

```
24
Properties=species:S:1:pos:R:3
C 0.280 2.325 0.005
C -0.120 1.078 2.108
N -0.397 1.264 0.823
N 1.037 1.425 2.679
N -1.044 0.497 2.867
H -0.881 0.536 0.323
H 1.616 2.219 2.473
H 1.366 0.863 3.436
H -1.951 0.249 2.504
H -0.867 0.169 3.802
H 0.693 1.905 -0.899
H 1.031 2.789 0.624
H -0.562 2.961 -0.211
C 0.368 -1.231 -1.954
C 0.444 -2.358 -0.870
C -0.855 -1.325 -2.864
H 1.362 -1.280 -2.403
H 0.420 -0.330 -1.332
H 1.468 -2.716 -0.773
H 0.175 -2.065 0.145
H -1.514 -0.494 -2.633
H -1.334 -2.288 -2.762
H -0.112 -3.225 -1.220
H -0.621 -0.967 -3.869
```

Computed properties:
Total charge: +1
Frontier orbital gap in eV: 10.84
Molar mass in u: 118.204


(c)
# C5H16N3

A cluster of 2 separate species, C5H16N3 in total (wB97M-V/def2-TZVPD, the Open Molecules 2025 dataset).

```
24
Properties=species:S:1:pos:R:3
C -1.141 -1.043 1.541
C -2.586 -1.542 1.814
H -0.499 -1.387 2.401
H -0.820 -1.489 0.633
H -0.962 0.070 1.602
H -3.421 -1.253 1.108
H -3.005 -1.149 2.759
H -2.616 -2.632 1.996
C 1.780 0.873 -0.061
C 3.320 0.533 0.004
C -0.297 0.477 -1.344
N 0.962 0.175 -0.911
N -0.877 1.651 -1.041
N -0.748 -0.329 -2.384
H 1.194 1.002 0.953
H 1.735 2.099 -0.372
H 3.634 0.194 -0.967
H 3.447 -0.307 0.688
H 1.328 -0.680 -1.133
H -0.468 2.257 -0.344
H -1.619 2.172 -1.727
H -0.669 -0.047 -3.369
H -1.688 -0.812 -2.282
H 4.016 1.168 0.436
```

Computed properties:
Total charge: +1
Frontier orbital gap in eV: 10.51
Molar mass in u: 118.204


(d)
# C5H16N3

A cluster of 2 separate species, C5H16N3 in total (wB97M-V/def2-TZVPD, the Open Molecules 2025 dataset).

```
24
Properties=species:S:1:pos:R:3
N -1.075 2.008 -0.397
C -1.919 0.897 -0.020
C -1.693 -0.306 -0.989
N -0.358 -0.851 -0.894
C -0.259 -1.981 0.015
C 1.161 -2.388 0.277
N 0.958 1.198 0.855
C 2.123 1.595 0.190
H 0.276 -0.114 -0.572
H -1.631 2.856 -0.334
H -0.209 1.928 0.208
H -1.539 0.536 0.944
H -2.966 1.163 -0.002
H -2.419 -1.070 -0.678
H -1.984 -0.052 -2.002
H 1.723 -1.575 0.740
H -0.822 -1.781 0.941
H -0.788 -2.813 -0.451
H 1.216 -3.262 0.911
H 1.669 -2.604 -0.659
H 1.141 1.412 1.849
H 2.022 1.546 -0.897
H 3.004 1.024 0.523
H 2.368 2.634 0.439
```

Computed properties:
Total charge: +1
Frontier orbital gap in eV: 4.93
Molar mass in u: 118.204


Which structure is the most stable? The one labeled (b).


(a)
# C5H16N3

A cluster of 2 separate species, C5H16N3 in total (wB97M-V/def2-TZVPD, the Open Molecules 2025 dataset).

```
24
Properties=species:S:1:pos:R:3
C -2.191 1.676 -0.552
C 0.202 1.504 -0.331
N -0.821 1.985 -0.985
N 1.457 1.370 -0.877
N -0.005 1.277 0.930
H -0.735 2.298 -1.946
H 1.707 1.794 -1.742
H 2.333 1.204 -0.291
H -0.860 0.802 1.308
H 0.762 0.986 1.565
H -2.883 2.465 -0.961
H -2.275 1.739 0.587
H -2.350 0.609 -0.931
C 0.356 -1.991 0.165
C 0.110 -1.852 1.681
C 0.874 -3.363 -0.226
H 1.326 -1.401 0.003
H -0.478 -1.637 -0.426
H 0.987 -1.926 2.269
H -0.502 -0.998 1.897
H 0.792 -3.692 -1.292
H -0.556 -2.689 1.977
H 0.246 -4.193 0.202
H 1.963 -3.634 -0.116
```

Computed properties:
Total charge: +1
Frontier orbital gap in eV: 11.06
Molar mass in u: 118.204


(b)
# C5H16N3

A cluster of 2 separate species, C5H16N3 in total (wB97M-V/def2-TZVPD, the Open Molecules 2025 dataset).

```
24
Properties=species:S:1:pos:R:3
C 2.618 0.665 0.278
C 2.520 1.101 -0.984
N 3.582 1.489 -1.753
N 1.399 0.254 1.002
H 3.537 0.594 0.837
H 1.563 1.135 -1.495
H 3.367 2.171 -2.466
H 4.417 1.756 -1.248
H 1.434 0.558 1.975
H 1.277 -0.762 1.016
H 0.573 0.640 0.544
C -2.642 -1.353 0.253
C -1.373 -0.504 0.239
C -1.449 0.691 -0.716
N -2.471 -2.483 1.174
H -2.813 -1.750 -0.751
H -3.486 -0.702 0.506
H -0.567 -1.190 -0.044
H -1.190 -0.162 1.271
H -2.322 1.302 -0.468
H -1.555 0.356 -1.751
H -0.603 1.381 -0.639
H -3.297 -3.068 1.099
H -2.519 -2.117 2.121
```

Computed properties:
Total charge: +1
Frontier orbital gap in eV: 9.46
Molar mass in u: 118.204


Which structure is the most stable? The one labeled (a).


(a)
# C5H14NO

The ion C5H14NO with charge +1 (wB97M-V/def2-TZVPD, the Open Molecules 2025 dataset).

```
21
Properties=species:S:1:pos:R:3
C -0.727 -0.253 -2.316
C -0.198 0.078 -0.934
N -1.222 0.802 -0.109
C 0.425 -1.158 -0.250
C 0.948 -0.877 1.159
C 1.158 0.573 1.500
O -0.090 1.152 1.922
H -1.570 -0.886 -2.224
H -1.133 0.582 -2.881
H 0.089 -0.717 -2.873
H 0.581 0.813 -1.068
H -0.973 0.795 0.899
H -1.313 1.748 -0.478
H -2.129 0.400 -0.150
H -0.405 -1.840 -0.246
H 1.166 -1.498 -0.984
H 0.244 -1.335 1.838
H 1.884 -1.404 1.320
H 1.535 1.151 0.661
H 1.857 0.572 2.347
H -0.127 1.301 2.868
```

Computed properties:
Total charge: +1
Frontier orbital gap in eV: 12.26
Molar mass in u: 104.173


(b)
# C5H14NO

A cluster of 2 separate species, C5H14NO in total (wB97M-V/def2-TZVPD, the Open Molecules 2025 dataset).

```
21
Properties=species:S:1:pos:R:3
C -3.928 -0.049 0.102
C 2.178 1.516 -0.438
C 1.800 -1.677 -0.345
C -2.530 -0.423 0.227
C 2.388 0.430 0.614
N -1.557 0.403 0.151
O 1.430 -0.619 0.521
H -4.323 -0.483 -0.822
H -4.517 -0.509 0.899
H -4.085 1.028 0.084
H 2.992 2.240 -0.374
H 1.239 2.046 -0.274
H 2.181 1.096 -1.444
H 1.971 -1.330 -1.368
H 2.702 -2.179 0.012
H 0.973 -2.386 -0.338
H -2.287 -1.472 0.387
H -0.568 0.103 0.253
H 3.399 0.017 0.533
H 2.266 0.852 1.617
H -1.721 1.396 0.003
```

Computed properties:
Total charge: +1
Frontier orbital gap in eV: 8.79
Molar mass in u: 104.173


(c)
# C5H14NO

A cluster of 2 separate species, C5H14NO in total (wB97M-V/def2-TZVPD, the Open Molecules 2025 dataset).

```
21
Properties=species:S:1:pos:R:3
C 2.257 -0.576 -0.511
C 1.799 0.799 -0.084
C 0.644 1.381 -0.907
C -0.506 0.372 -1.238
C -2.210 -0.862 -0.172
N -1.404 0.148 -0.148
H 1.536 -1.383 -0.358
H 2.977 -0.984 0.226
H 2.806 -0.658 -1.448
H 2.577 1.559 -0.061
H 1.434 0.662 0.943
H 0.906 1.843 -1.859
H 0.202 2.231 -0.383
H 0.037 -0.531 -1.505
H -0.977 0.716 -2.159
H -3.259 -0.743 0.077
H -1.882 -1.790 -0.629
H -1.510 0.828 0.594
H -0.810 -1.582 3.135
H -0.065 -0.370 2.755
O -0.753 -0.946 2.406
```

Computed properties:
Total charge: +1
Frontier orbital gap in eV: 9.53
Molar mass in u: 104.173


Which structure is the most stable? The one labeled (a).